[1]
# C10H13N3O2

C10H13N3O2 in the gas phase (wB97M-V/def2-TZVPD, the Open Molecules 2025 dataset).

Structure (XYZ):
```
28
C10H13N3O2 (wB97M-V/def2-TZVPD)
C -2.182 2.227 0.034
C -1.291 1.164 -0.268
C -1.715 -3.418 -0.509
C -2.005 -2.098 -0.449
C 0.037 1.015 -1.104
C -1.241 -1.187 0.338
C 0.506 -0.454 -1.046
C 1.886 0.788 0.222
C 1.491 0.561 1.715
C 3.371 1.086 -0.150
N -3.133 1.697 0.763
N -2.887 0.438 0.947
N -1.726 0.110 0.383
O 1.107 1.711 -0.563
O 1.667 -0.463 -0.364
H -2.389 3.192 -0.422
H -1.996 -4.071 -1.309
H -0.943 -3.818 0.107
H -2.799 -1.795 -1.216
H -0.266 1.317 -2.059
H -0.966 -1.703 1.388
H 0.363 -1.139 -1.811
H 0.565 -0.121 1.705
H 1.213 1.466 2.239
H 2.276 -0.101 2.136
H 3.265 2.201 -0.323
H 3.739 0.643 -1.047
H 4.053 0.750 0.662
```

## Properties
HOMO (alpha / beta): -0.22981 / -0.34182 hartree
multiplicity: 3
expectation value of S²: 2.032

=====

[2]
# C6H10N2

C6H10N2 in the gas phase (wB97M-V/def2-TZVPD, the Open Molecules 2025 dataset).

Structure (XYZ):
```
18
C6H10N2 (wB97M-V/def2-TZVPD)
C -2.851 -0.459 0.000
C -1.436 -0.031 0.000
N -0.427 -0.807 0.000
C 0.753 0.029 0.000
C 1.586 -0.222 1.260
C 1.587 -0.224 -1.259
C 0.138 1.410 -0.001
N -1.134 1.355 -0.001
H -2.910 -1.543 0.000
H -3.350 -0.057 0.880
H -3.351 -0.057 -0.879
H 2.456 0.429 1.267
H 0.988 -0.032 2.149
H 1.908 -1.260 1.272
H 2.458 0.427 -1.266
H 0.990 -0.033 -2.149
H 1.908 -1.261 -1.271
H 0.686 2.335 -0.001
```

## Properties
HOMO: -0.36704 hartree
SMILES: CC1=NC(C)(C)C=N1

=====

[3]
# BrH4NSi

2 unconnected molecules or ions with the total composition BrH4NSi (wB97M-V/def2-TZVPD, the Open Molecules 2025 dataset).

Structure (XYZ):
```
7
BrH4NSi (wB97M-V/def2-TZVPD)
N 0.767 0.957 0.003
Si 0.591 -0.752 0.048
Br -2.814 0.188 0.032
H 0.001 1.494 0.489
H 0.311 1.172 -0.933
H 0.754 -1.267 1.356
H 0.390 -1.792 -0.994
```

## Properties
HOMO: -0.30794 hartree

=====

[4]
# C78H136B6F24N13O10

17 unconnected molecules or ions with the total composition C78H136B6F24N13O10 (wB97M-V/def2-TZVPD, the Open Molecules 2025 dataset).

Structure (XYZ):
```
267
C78H136B6F24N13O10 (wB97M-V/def2-TZVPD)
C 24.714 17.577 21.894
O 26.020 17.781 22.533
C 27.097 17.748 21.587
C 28.304 17.194 22.360
N 28.629 18.051 23.500
H 29.052 18.944 23.249
H 27.771 18.300 23.935
C 29.503 17.359 24.509
C 29.266 17.958 25.907
O 27.919 18.000 26.234
C 27.790 18.265 27.647
H 24.743 16.555 21.398
H 24.457 18.311 21.183
H 24.002 17.652 22.714
H 27.224 18.753 21.285
H 26.825 17.257 20.682
H 29.155 17.045 21.724
H 27.911 16.248 22.770
H 30.547 17.458 24.183
H 29.161 16.319 24.610
H 29.636 18.979 25.979
H 29.809 17.260 26.580
H 28.106 17.374 28.241
H 26.732 18.502 27.860
H 28.327 19.195 27.864
C 23.268 21.839 17.955
O 23.227 20.632 17.117
C 22.067 20.486 16.322
C 22.181 19.045 15.888
N 23.566 18.705 15.395
H 24.161 19.508 15.383
H 24.038 18.051 15.996
C 23.587 18.050 14.038
C 24.904 18.444 13.383
O 25.094 19.868 13.302
C 24.888 20.325 11.921
H 22.551 21.687 18.740
H 22.990 22.803 17.462
H 24.255 21.944 18.430
H 21.997 21.138 15.399
H 21.215 20.761 16.910
H 21.575 18.915 14.979
H 22.005 18.389 16.749
H 22.729 18.380 13.556
H 23.490 17.025 14.242
H 25.171 18.020 12.414
H 25.667 18.040 14.026
H 25.794 20.091 11.311
H 24.908 21.430 11.861
H 23.920 20.014 11.545
C 29.347 28.455 7.659
O 30.482 28.866 7.441
C 31.848 28.275 8.088
C 32.901 29.293 7.822
N 33.741 29.005 6.583
H 33.815 27.962 6.574
H 33.250 29.287 5.742
C 35.154 29.598 6.625
C 36.264 28.678 6.966
O 36.003 28.172 8.602
C 36.769 27.344 9.257
H 28.449 29.265 7.491
H 20.666 30.495 3.410
H 29.058 27.314 7.523
H 31.963 27.276 7.605
H 31.730 28.333 9.182
H 33.552 29.361 8.721
H 32.408 30.275 7.751
H 35.153 30.448 7.222
H 35.332 29.843 5.551
H 37.231 28.997 6.946
H 36.434 27.632 6.422
H 37.656 26.903 8.649
H 36.497 26.972 10.104
H 36.403 28.158 12.586
C 28.747 15.702 11.739
O 27.694 15.470 12.722
C 28.201 14.442 13.534
C 27.474 14.343 14.833
N 27.622 15.627 15.630
H 26.890 16.331 15.354
H 27.494 15.417 16.609
C 28.901 16.308 15.692
C 28.734 17.743 16.132
O 27.810 18.433 15.227
C 28.289 19.713 14.922
H 28.408 16.512 11.140
H 28.901 14.749 11.157
H 29.758 15.917 12.202
H 29.272 14.641 13.674
H 28.204 13.464 13.042
H 28.005 13.649 15.429
H 26.380 14.193 14.770
H 29.442 16.198 14.749
H 29.453 15.679 16.433
H 29.714 18.303 16.048
H 28.309 17.822 17.139
H 28.585 20.202 15.823
H 27.469 20.283 14.417
H 29.198 19.666 14.269
C 22.949 11.581 14.277
O 21.954 12.352 13.581
C 20.656 12.128 14.035
C 20.314 13.109 15.107
N 20.384 14.475 14.561
H 21.371 14.793 14.504
H 20.078 14.596 13.570
C 19.631 15.511 15.356
C 18.161 15.214 15.301
O 17.865 14.745 14.047
C 16.493 14.391 13.853
H 23.937 11.900 14.085
H 23.009 10.575 13.933
H 22.737 11.499 15.329
H 20.406 11.114 14.280
H 20.088 12.296 13.171
H 20.990 13.129 15.962
H 19.271 12.968 15.529
H 19.939 16.455 14.894
H 19.966 15.465 16.446
H 17.631 16.194 15.464
H 17.787 14.571 16.080
H 16.032 14.121 14.793
H 16.456 13.659 13.090
H 15.966 15.276 13.547
C 18.797 4.746 23.852
N 18.307 5.999 23.195
C 18.692 6.371 21.950
C 18.350 7.598 21.446
C 17.658 8.496 22.269
C 17.195 8.093 23.460
C 17.444 6.787 23.886
C 17.788 9.912 21.837
C 18.902 10.640 22.230
C 19.071 11.859 21.575
N 18.209 12.304 20.646
C 17.083 11.649 20.364
C 16.824 10.438 20.959
C 18.534 13.544 19.931
H 19.607 5.067 24.547
H 19.256 4.098 23.136
H 17.903 4.345 24.282
H 19.330 5.683 21.429
H 18.513 7.782 20.365
H 16.485 8.679 24.040
H 17.143 6.368 24.841
H 19.687 10.314 22.973
H 19.973 12.395 21.753
H 16.450 12.057 19.605
H 15.941 9.907 20.662
H 17.843 13.516 19.100
H 19.616 13.442 19.655
H 18.270 14.383 20.606
C 24.292 14.396 11.007
N 23.448 14.108 9.809
C 23.067 15.089 9.008
C 22.261 14.779 7.845
C 21.956 13.465 7.541
C 22.471 12.516 8.438
C 23.106 12.812 9.583
C 21.009 13.106 6.457
C 19.828 13.831 6.376
C 18.895 13.488 5.416
N 19.134 12.546 4.548
C 20.384 11.947 4.494
C 21.305 12.109 5.495
C 18.187 12.206 3.450
H 25.316 14.022 10.903
H 23.753 13.864 11.786
H 24.206 15.425 11.336
H 23.465 16.049 9.252
H 21.923 15.554 7.217
H 22.223 11.496 8.304
H 23.505 12.095 10.307
H 19.635 14.658 6.970
H 17.975 14.010 5.351
H 20.645 11.269 3.679
H 22.265 11.563 5.575
H 17.741 13.047 2.965
H 17.523 11.647 4.065
H 18.716 11.613 2.760
C 25.876 11.071 16.431
N 27.272 10.519 16.434
C 27.535 9.490 15.692
C 28.843 9.139 15.468
C 29.844 9.849 16.105
C 29.524 10.967 16.906
C 28.216 11.279 17.032
C 31.231 9.427 15.820
C 32.321 10.094 16.413
C 33.603 9.646 16.300
N 33.861 8.540 15.546
C 32.928 8.019 14.751
C 31.570 8.407 14.911
C 35.263 7.932 15.456
H 25.914 12.017 16.947
H 25.234 10.367 16.961
H 25.549 11.213 15.419
H 26.739 9.020 15.096
H 29.115 8.303 14.820
H 30.229 11.586 17.478
H 27.876 12.130 17.613
H 32.183 10.940 17.104
H 34.401 10.068 16.833
H 33.204 7.336 13.965
H 30.900 7.814 14.288
H 35.718 7.992 16.430
H 35.782 8.486 14.707
H 35.214 6.860 15.295
C 6.660 25.184 23.908
N 7.590 24.242 23.378
C 7.350 23.569 22.237
C 8.291 22.740 21.646
C 9.470 22.602 22.355
C 9.748 23.299 23.546
C 8.785 24.123 24.041
C 10.576 21.696 21.846
C 11.455 22.259 20.932
C 12.503 21.510 20.463
N 12.706 20.226 20.985
C 11.842 19.658 21.835
C 10.735 20.396 22.239
C 14.011 19.581 20.730
H 7.085 25.525 24.839
H 5.755 24.712 24.108
H 6.386 26.056 23.280
H 6.365 23.685 21.840
H 7.953 22.139 20.806
H 10.700 23.157 24.113
H 8.890 24.750 24.928
H 11.383 23.262 20.687
H 13.349 21.940 19.877
H 12.128 18.724 22.300
H 10.113 19.949 23.046
H 14.376 19.354 21.752
H 14.723 20.259 20.325
H 13.910 18.662 20.186
B 26.759 11.468 12.919
F 27.647 11.556 11.915
F 26.000 12.648 13.108
F 25.800 10.409 12.827
F 27.538 11.205 14.057
B 21.082 11.758 18.483
F 19.886 11.114 18.350
F 22.126 11.122 17.828
F 20.930 13.015 17.905
F 21.331 11.760 19.902
B 15.889 15.864 20.562
F 16.238 15.591 19.212
F 15.979 14.598 21.186
F 16.732 16.747 21.255
F 14.611 16.537 20.526
B 24.239 15.719 16.628
F 24.985 14.672 17.168
F 23.301 15.232 15.777
F 23.639 16.500 17.612
F 25.191 16.679 16.001
B 20.669 16.003 10.852
F 22.000 16.328 10.824
F 20.008 17.087 10.186
F 20.579 14.828 10.143
F 20.214 15.906 12.140
B 28.364 14.354 19.325
F 28.821 15.095 20.358
F 27.415 15.201 18.457
F 29.356 13.987 18.455
F 27.532 13.284 19.765
```

## Properties
HOMO: -0.41062 hartree
net charge: +7